# CsH4O2

A structure of composition CsH4O2 at a distorted geometry (the ωB97M-V functional and the def2-TZVPD basis, the Open Molecules 2025 dataset).

Each line ends with the Löwdin charge.
Atoms and positions in Å:
Cs: 1.44 0.89 -0.31  1.866
O: -0.58 1.14 -0.29  -0.579
O: 0.17 -1.03 0.39  -0.217
H: -0.45 0.27 0.07  -0.141
H: 0.98 -0.95 -0.11  -0.142
H: -0.25 -1.81 0.04  0.118
H: -1.32 1.50 0.20  0.095

Properties
- HOMO level: -15.88 eV
- Gap between HOMO and LUMO: 12.003 eV
- Maximum force: 14.98 eV Å⁻¹
- Charge: +1